The following is a quantum chemistry calculation of a structure of composition C20H17O2PReSe2Te3, from the OMol25 dataset.

```
46
Properties=species:S:1:pos:R:3
Re -0.004 -1.683 -0.978
Se 1.336 -1.930 1.024
Te -0.273 -2.636 2.852
Te -1.497 -4.628 1.487
Se -1.612 -3.526 -0.793
O -2.373 -0.326 -4.125
C -1.679 -0.354 -3.141
O -0.920 -1.381 -2.813
C -1.598 0.833 -2.170
P -1.304 0.231 -0.485
C -0.561 1.608 0.421
C 0.772 1.923 0.167
C 1.365 3.003 0.793
C 0.633 3.778 1.682
C -0.698 3.476 1.930
C -1.298 2.397 1.299
C -2.915 -0.114 0.240
C -4.019 -0.294 -0.592
C -5.235 -0.676 -0.050
C -5.353 -0.885 1.316
C -4.252 -0.713 2.146
C -3.033 -0.333 1.610
H -2.473 1.477 -2.258
H -0.708 1.415 -2.431
H 1.345 1.316 -0.526
H 2.401 3.239 0.589
H 1.100 4.618 2.178
H -1.278 4.081 2.614
H -2.342 2.182 1.491
H -3.938 -0.156 -1.662
H -6.088 -0.819 -0.698
H -6.303 -1.187 1.735
H -4.336 -0.885 3.210
H -2.172 -0.226 2.259
Te 2.034 -0.997 -2.493
C 3.802 -1.038 -1.342
C 4.835 -1.873 -1.759
C 6.035 -1.902 -1.066
C 6.215 -1.101 0.051
C 5.190 -0.267 0.470
C 3.991 -0.232 -0.224
H 4.706 -2.510 -2.624
H 6.830 -2.557 -1.396
H 7.150 -1.128 0.594
H 5.320 0.358 1.344
H 3.199 0.422 0.124
```

The spin multiplicity is 4. The energy comes out at -189103.829 eV. The expectation value of S² is 3.787.

Mulliken charges in e: number 1, Re, carries 0.267; number 2, Se, carries -0.003; number 3, Te, carries -0.234; number 4, Te, carries -0.006; number 5, Se, carries -0.160; number 6, O, carries -0.639; number 7, C, carries 0.570; number 8, O, carries -0.474; number 9, C, carries -1.146; number 10, P, carries 1.867; number 11, C, carries 0.715; number 12, C, carries -0.523; number 13, C, carries -0.554; number 14, C, carries -0.511; number 15, C, carries -0.742; number 16, C, carries -0.461; number 17, C, carries 0.466; number 18, C, carries -0.589; number 19, C, carries -0.756; number 20, C, carries -0.507; number 21, C, carries -0.812; number 22, C, carries -0.583; number 23, H, carries 0.510; number 24, H, carries 0.544; number 25, H, carries 0.103; number 26, H, carries 0.470; number 27, H, carries 0.388; number 28, H, carries 0.417; number 29, H, carries 0.410; number 30, H, carries 0.305; number 31, H, carries 0.427; number 32, H, carries 0.404; number 33, H, carries 0.412; number 34, H, carries 0.598; number 35, Te, carries 0.130; number 36, C, carries 0.139; number 37, C, carries -0.623; number 38, C, carries -0.549; number 39, C, carries -0.489; number 40, C, carries -0.691; number 41, C, carries 0.293; number 42, H, carries 0.352; number 43, H, carries 0.368; number 44, H, carries 0.376; number 45, H, carries 0.393; number 46, H, carries 0.130

***

The following is a quantum chemistry calculation of a cluster of 13 separate species, C82H191N13O13 in total in a non-equilibrium geometry, from the OMol25 dataset.

```
299
Properties=species:S:1:pos:R:3
C -5.709 -1.583 1.956
C -5.544 -0.283 1.210
C -6.801 0.669 1.457
O -7.850 0.086 0.659
C -8.948 0.939 0.749
N -4.372 0.472 1.666
H -5.218 -1.547 2.928
H -5.230 -2.414 1.438
H -6.730 -1.952 2.056
H -5.277 -0.423 0.163
H -6.477 1.612 1.018
H -6.871 0.743 2.542
H -9.701 0.691 0.000
H -8.751 1.998 0.579
H -9.422 0.899 1.729
H -3.566 -0.088 1.426
H -4.167 1.280 1.097
C -0.163 3.692 -2.757
C -0.006 3.638 -4.266
C 0.309 2.210 -4.866
O 0.276 2.291 -6.312
C 0.788 1.092 -6.857
N -1.069 4.274 -4.962
H -1.072 3.218 -2.386
H -0.096 4.736 -2.453
H 0.735 3.359 -2.235
H 0.831 4.239 -4.620
H -0.397 1.458 -4.513
H 1.284 1.944 -4.456
H 0.204 0.277 -6.429
H 1.817 0.914 -6.544
H 0.686 0.961 -7.935
H -0.961 4.174 -5.961
H -1.974 3.923 -4.683
C -0.899 -2.849 -6.789
C -0.701 -2.439 -5.381
C -1.900 -1.992 -4.630
O -2.873 -3.044 -4.710
C -4.093 -2.525 -4.103
N -0.061 -3.587 -4.699
H -1.662 -3.621 -6.892
H -0.079 -3.409 -7.239
H -1.156 -1.957 -7.360
H -0.085 -1.563 -5.178
H -2.222 -1.058 -5.092
H -1.636 -1.864 -3.580
H -4.774 -3.311 -3.777
H -4.539 -1.782 -4.764
H -3.870 -2.057 -3.144
H -0.783 -4.284 -4.814
H 0.143 -3.618 -3.710
C 1.666 3.878 0.737
C 2.842 3.386 -0.124
C 3.437 4.420 -1.137
O 4.527 3.772 -1.894
C 5.026 4.606 -2.966
N 3.922 2.958 0.818
H 1.743 4.956 0.876
H 1.645 3.449 1.739
H 0.704 3.749 0.241
H 2.514 2.468 -0.611
H 3.973 5.249 -0.674
H 2.601 4.731 -1.763
H 5.851 4.138 -3.503
H 5.429 5.516 -2.520
H 4.358 4.830 -3.797
H 4.553 2.446 0.218
H 4.424 3.785 1.109
C -0.835 0.751 1.449
C -0.741 0.744 -0.055
C 0.623 0.259 -0.568
O 0.606 0.335 -1.938
C 1.908 0.024 -2.509
N -1.844 -0.020 -0.617
H 0.005 1.289 1.888
H -0.796 -0.244 1.892
H -1.717 1.254 1.845
H -0.942 1.733 -0.466
H 0.752 -0.785 -0.284
H 1.439 0.761 -0.048
H 1.786 -0.318 -3.536
H 2.339 -0.798 -1.937
H 2.521 0.913 -2.366
H -1.674 -1.000 -0.442
H -1.596 -0.032 -1.597
C -5.275 1.383 6.963
C -4.939 1.447 5.524
C -3.400 1.372 5.152
O -3.027 0.111 5.691
C -1.614 -0.223 5.410
N -5.672 0.316 4.891
H -4.659 2.139 7.450
H -5.118 0.452 7.507
H -6.279 1.732 7.203
H -5.410 2.338 5.110
H -2.872 2.242 5.542
H -3.365 1.417 4.063
H -1.372 -1.170 5.892
H -0.827 0.449 5.752
H -1.502 -0.522 4.367
H -5.434 0.259 3.911
H -5.147 -0.514 5.126
C 5.106 5.877 5.544
C 4.133 4.732 5.302
C 2.631 4.956 5.604
O 1.867 3.744 5.485
C 0.546 3.830 5.974
N 4.381 4.285 3.921
H 6.143 5.594 5.368
H 4.911 6.222 6.559
H 4.847 6.777 4.985
H 4.437 3.859 5.881
H 2.133 5.661 4.938
H 2.548 5.352 6.616
H 0.505 3.759 7.061
H -0.034 3.005 5.561
H 0.146 4.828 5.793
H 5.175 3.662 3.894
H 3.591 3.693 3.711
C 5.321 -1.184 1.498
C 4.358 -1.991 2.485
C 5.365 -2.809 3.427
C 4.633 -3.482 4.611
C 3.837 -2.363 5.341
C 2.785 -1.597 4.452
N 3.490 -1.055 3.238
O 2.741 -0.313 2.472
C 1.545 -2.429 4.116
C 2.451 -0.325 5.370
C 3.558 -3.022 1.602
H 4.820 -0.750 0.632
H 6.095 -1.875 1.165
H 5.819 -0.370 2.025
H 5.836 -3.685 2.979
H 6.103 -2.082 3.767
H 5.298 -3.905 5.363
H 4.032 -4.310 4.235
H 4.665 -1.783 5.749
H 3.300 -2.946 6.089
H 0.892 -2.100 3.308
H 1.764 -3.475 3.904
H 0.931 -2.496 5.014
H 1.851 0.439 4.875
H 1.773 -0.544 6.196
H 3.367 0.168 5.695
H 2.728 -2.594 1.040
H 3.089 -3.853 2.128
H 4.184 -3.464 0.827
H 3.359 0.403 2.309
C -4.223 2.205 -2.438
C -5.486 2.749 -3.182
C -6.789 2.602 -2.339
C -7.879 3.744 -2.486
C -7.181 5.058 -2.286
C -6.078 5.275 -3.386
N -5.183 4.198 -3.514
O -4.162 4.424 -4.339
C -6.685 5.607 -4.800
C -5.315 6.553 -2.929
C -5.596 1.959 -4.454
H -4.314 1.122 -2.360
H -4.159 2.662 -1.451
H -3.228 2.406 -2.835
H -7.396 1.757 -2.663
H -6.467 2.338 -1.332
H -8.679 3.608 -1.757
H -8.335 3.752 -3.476
H -6.726 5.134 -1.298
H -7.956 5.783 -2.538
H -7.165 4.750 -5.273
H -7.490 6.310 -4.590
H -5.890 6.036 -5.411
H -4.822 6.254 -2.004
H -4.554 6.853 -3.650
H -5.962 7.376 -2.624
H -4.676 1.960 -5.038
H -6.394 2.393 -5.057
H -5.860 0.927 -4.223
H -4.511 4.207 -5.206
C -5.331 4.781 3.414
C -3.831 5.107 3.081
C -3.294 3.973 2.176
C -2.008 4.241 1.491
C -2.146 5.561 0.671
C -2.563 6.767 1.591
N -3.706 6.408 2.415
O -4.266 7.446 3.183
C -1.263 7.198 2.307
C -2.980 7.828 0.545
C -2.923 5.030 4.293
H -6.078 5.040 2.664
H -5.780 5.338 4.236
H -5.411 3.700 3.532
H -3.483 2.990 2.608
H -4.091 4.018 1.434
H -1.818 3.409 0.813
H -1.142 4.167 2.148
H -2.891 5.468 -0.119
H -1.199 5.724 0.156
H -1.403 8.047 2.976
H -0.871 6.351 2.870
H -0.518 7.489 1.566
H -2.100 8.168 -0.001
H -3.769 7.529 -0.145
H -3.406 8.667 1.096
H -3.530 5.227 5.176
H -2.304 5.914 4.446
H -2.398 4.076 4.360
H -4.971 7.802 2.639
C -2.986 -4.602 -0.188
C -1.599 -4.393 0.491
C -1.683 -3.136 1.434
C -2.437 -3.297 2.707
C -1.677 -4.316 3.550
C -1.428 -5.629 2.701
N -0.994 -5.411 1.299
O -0.572 -6.547 0.579
C -0.251 -6.264 3.381
C -2.634 -6.445 2.749
C -0.578 -4.060 -0.604
H -3.254 -3.696 -0.732
H -3.810 -4.844 0.484
H -2.787 -5.360 -0.945
H -0.645 -2.867 1.631
H -2.233 -2.299 1.002
H -3.447 -3.646 2.492
H -2.515 -2.373 3.281
H -2.415 -4.480 4.335
H -0.732 -3.959 3.959
H 0.641 -5.644 3.468
H -0.513 -6.641 4.370
H -0.007 -7.237 2.953
H -3.025 -6.639 3.747
H -3.450 -5.933 2.237
H -2.415 -7.450 2.388
H 0.453 -3.927 -0.275
H -0.910 -3.151 -1.106
H -0.737 -4.827 -1.361
H -1.332 -7.114 0.425
C 6.112 0.535 -2.674
C 7.040 -0.613 -3.054
C 6.298 -1.913 -2.741
C 5.301 -2.307 -3.871
C 5.970 -2.439 -5.151
C 6.883 -1.253 -5.549
N 7.675 -0.673 -4.412
O 8.567 0.374 -4.724
C 7.862 -1.784 -6.633
C 5.896 -0.206 -6.154
C 8.197 -0.666 -2.077
H 5.643 0.370 -1.704
H 5.379 0.753 -3.451
H 6.562 1.509 -2.482
H 7.006 -2.730 -2.599
H 5.652 -1.951 -1.864
H 4.441 -1.645 -3.972
H 4.779 -3.222 -3.592
H 5.123 -2.520 -5.832
H 6.419 -3.432 -5.156
H 8.447 -2.688 -6.468
H 7.316 -1.931 -7.565
H 8.623 -1.036 -6.855
H 5.067 0.080 -5.507
H 6.379 0.754 -6.333
H 5.481 -0.565 -7.096
H 8.013 -0.795 -1.011
H 8.843 0.188 -2.279
H 8.851 -1.498 -2.342
H 9.412 -0.060 -4.587
C 2.275 -8.461 1.716
C 3.366 -8.078 0.637
C 3.644 -9.301 -0.252
C 4.465 -8.950 -1.453
C 3.571 -8.037 -2.275
C 3.079 -6.731 -1.579
N 2.628 -7.053 -0.204
O 2.224 -5.862 0.407
C 4.172 -5.602 -1.691
C 1.746 -6.303 -2.416
C 4.597 -7.513 1.319
H 2.028 -7.547 2.256
H 2.542 -9.226 2.445
H 1.304 -8.726 1.300
H 4.224 -10.097 0.215
H 2.716 -9.794 -0.539
H 4.681 -9.851 -2.026
H 5.374 -8.396 -1.219
H 2.752 -8.637 -2.673
H 4.374 -7.831 -2.982
H 4.671 -5.542 -2.659
H 3.840 -4.576 -1.528
H 5.071 -5.887 -1.145
H 1.862 -6.623 -3.451
H 0.868 -6.829 -2.040
H 1.698 -5.216 -2.466
H 4.858 -8.232 2.096
H 4.413 -6.593 1.873
H 5.459 -7.367 0.669
H 1.300 -6.067 0.565
```

The calculation puts the energy above the lowest of the compared OMol25 structures with the same formula, charge and spin at 667.9 kJ/mol. The energy comes out at -134103.226 eV.

Here are the Mulliken charges for atoms 1 to 99, given in e: number 1, C, carries -1.038; number 2, C, carries -0.033; number 3, C, carries -0.775; number 4, O, carries -0.355; number 5, C, carries -0.867; number 6, N, carries 1.390; number 7, H, carries 0.076; number 8, H, carries 0.093; number 9, H, carries 0.473; number 10, H, carries 0.756; number 11, H, carries 0.235; number 12, H, carries 0.631; number 13, H, carries 0.323; number 14, H, carries 0.273; number 15, H, carries 0.363; number 16, H, carries -0.960; number 17, H, carries -0.458; number 18, C, carries 0.636; number 19, C, carries 0.114; number 20, C, carries 0.110; number 21, O, carries -0.516; number 22, C, carries -0.173; number 23, N, carries -0.599; number 24, H, carries -0.398; number 25, H, carries 0.518; number 26, H, carries -0.965; number 27, H, carries 0.317; number 28, H, carries -0.032; number 29, H, carries 0.215; number 30, H, carries -0.141; number 31, H, carries 0.185; number 32, H, carries 0.376; number 33, H, carries 0.387; number 34, H, carries 0.186; number 35, C, carries -1.647; number 36, C, carries 0.954; number 37, C, carries -0.150; number 38, O, carries -0.449; number 39, C, carries -0.627; number 40, N, carries -0.546; number 41, H, carries 0.319; number 42, H, carries 0.411; number 43, H, carries 0.374; number 44, H, carries -0.327; number 45, H, carries 0.498; number 46, H, carries -0.063; number 47, H, carries 0.349; number 48, H, carries 0.341; number 49, H, carries 0.033; number 50, H, carries 0.375; number 51, H, carries 0.134; number 52, C, carries -1.237; number 53, C, carries 2.487; number 54, C, carries -1.229; number 55, O, carries -0.132; number 56, C, carries -0.895; number 57, N, carries -0.454; number 58, H, carries 0.713; number 59, H, carries 0.193; number 60, H, carries -0.016; number 61, H, carries -1.715; number 62, H, carries 0.604; number 63, H, carries 0.495; number 64, H, carries 0.247; number 65, H, carries 0.354; number 66, H, carries 0.293; number 67, H, carries 0.107; number 68, H, carries 0.325; number 69, C, carries -0.645; number 70, C, carries 2.792; number 71, C, carries -0.384; number 72, O, carries 0.859; number 73, C, carries -1.473; number 74, N, carries 0.615; number 75, H, carries 0.408; number 76, H, carries -0.264; number 77, H, carries -0.438; number 78, H, carries -1.112; number 79, H, carries 0.052; number 80, H, carries -0.245; number 81, H, carries 0.168; number 82, H, carries 0.446; number 83, H, carries 0.228; number 84, H, carries -0.939; number 85, H, carries 0.157; number 86, C, carries -1.825; number 87, C, carries 0.672; number 88, C, carries 0.221; number 89, O, carries -0.529; number 90, C, carries -0.351; number 91, N, carries -0.734; number 92, H, carries 0.358; number 93, H, carries 0.310; number 94, H, carries 0.441; number 95, H, carries 0.159; number 96, H, carries 0.706; number 97, H, carries -0.370; number 98, H, carries 0.405; number 99, H, carries 0.352